The following is a DFT calculation (ωB97M-V with the def2-TZVPD basis set) of a 11-piece molecular cluster, H22O11 overall at a distorted geometry.

Geometry as ORCA input:
```
! RIJCOSX wB97M-V def2-TZVPD def2/J DEFGRID3
* xyz 0 1
O 1.28806 -2.39406 1.74548
H 1.11706 -3.40306 1.86848
H 0.45206 -1.98806 1.69348
O -0.96694 1.67194 1.88548
H -1.81994 1.74894 2.42348
H -1.45694 1.32294 0.99848
O 0.61906 -2.06206 -1.77352
H 1.27006 -2.10906 -2.34052
H 0.29206 -2.98406 -1.52452
O -3.25294 -1.08506 -0.31252
H -2.45894 -1.02806 0.25948
H -3.96594 -1.43206 0.14748
O 1.09106 3.24494 0.62048
H 0.26506 2.80194 1.03048
H 1.64106 3.79894 1.17248
O -2.88694 0.94594 -0.32052
H -2.81994 0.21294 -0.70652
H -2.79094 1.52794 -1.13352
O -0.13594 0.09794 -0.35252
H 0.29206 -0.69806 -0.65752
H 0.58206 0.45094 0.17948
O 3.55206 0.01594 -1.69752
H 3.12906 0.59094 -0.93752
H 3.83306 -0.77706 -1.34652
O -1.32794 -1.29506 1.80248
H -1.53594 -0.83206 2.79048
H -0.84794 -0.77206 1.01448
O -0.29394 0.75494 -2.81352
H -0.66694 0.29994 -2.11852
H 0.39506 0.14894 -3.20252
O 2.38706 0.88694 0.16548
H 1.94906 1.72794 0.54148
H 3.07306 0.60894 0.89848
*
```

## Properties
SMILES = O.O.O.O.O.O.O.O.O.O.O
HOMO-LUMO gap = 10.08 eV

The following is a DFT calculation (ωB97M-V with the def2-TZVPD basis set) of a 11-piece molecular cluster, H22O11 overall at a distorted geometry.

Geometry as ORCA input:
```
! RIJCOSX wB97M-V def2-TZVPD def2/J DEFGRID3
* xyz 0 1
O -0.74232 2.35497 -1.62937
H -0.53963 2.67951 -0.73453
H 0.14051 2.09650 -2.00957
O 0.01403 3.48251 0.94666
H 0.65279 2.77733 1.13246
H 0.08235 4.08334 1.69578
O -0.43448 0.39289 0.49356
H -0.64859 0.50377 -0.44769
H -0.12210 -0.51368 0.57198
O 1.57076 -3.13388 -0.33168
H 1.10486 -3.05567 0.53729
H 2.35917 -3.65281 -0.14284
O -1.83220 -1.00477 -2.06114
H -2.39662 -0.26745 -1.73029
H -2.38808 -1.79167 -2.05264
O -1.15554 0.88344 3.20322
H -1.54453 0.07144 3.54296
H -1.37596 0.88694 2.25332
O 0.59765 -3.19485 2.27754
H 0.58500 -2.33059 2.72288
H 0.96399 -3.80576 2.92826
O -2.98866 1.35264 -0.96551
H -2.31434 1.76128 -1.54387
H -3.82878 1.74612 -1.23325
O 0.91934 -0.97972 -2.05466
H 1.18673 -1.74185 -1.50027
H -0.06468 -0.96717 -2.07484
O 1.86188 -0.62119 2.08271
H 2.63456 -0.82991 2.62252
H 2.09015 -0.93507 1.19358
O 1.88612 1.55631 -2.31666
H 2.12430 1.56493 -3.25088
H 1.60231 0.63216 -2.12502
*
```

## Properties
SMILES = O.O.O.O.O.O.O.O.O.O.O
HOMO-LUMO gap = 10.62 eV

The following is a DFT calculation (ωB97M-V with the def2-TZVPD basis set) of a 11-piece molecular cluster, H22O11 overall at a distorted geometry.

Geometry as ORCA input:
```
! RIJCOSX wB97M-V def2-TZVPD def2/J DEFGRID3
* xyz 1 2
O 0.34734 -0.53822 4.00308
H -0.09085 -1.15420 3.38019
H -0.26221 0.16811 3.67850
O 1.32973 2.94470 -2.65463
H 1.63095 3.69292 -3.15818
H 0.53428 3.08036 -2.12126
O -1.23961 0.08648 -3.61800
H -0.31894 -0.18167 -3.65380
H -1.22903 0.96740 -3.98126
O 2.10704 -3.30236 0.76808
H 2.99166 -3.21687 1.14822
H 1.72189 -2.43519 1.00484
O -2.03605 4.26221 0.29531
H -2.08671 3.84953 -0.58055
H -1.75025 5.16593 0.22778
O -0.87282 2.38819 3.42432
H -1.13913 3.30064 3.37177
H -0.06814 2.27354 2.92446
O -0.62649 -0.29297 1.30947
H -0.65565 0.54342 0.77093
H -0.71739 -0.80948 0.44107
O -4.00822 0.76286 -3.26836
H -3.92934 -0.00909 -3.83340
H -3.10458 0.89684 -3.04732
O 3.05466 -1.25620 3.13517
H 3.84071 -1.21788 3.67873
H 2.24899 -1.29429 3.69495
O 2.18640 -3.08494 -2.93547
H 1.95663 -4.01138 -2.74898
H 1.73128 -2.85398 -2.08973
O -0.41274 -2.92452 -0.22520
H 0.00390 -2.39874 0.46589
H -1.13730 -3.40111 0.19336
*
```

## Properties
HOMO-LUMO gap (spin up / spin down) = 9.77 / 1.74 eV

The following is a DFT calculation (ωB97M-V with the def2-TZVPD basis set) of a 12-piece molecular cluster, H23O12 overall at a distorted geometry.

Geometry as ORCA input:
```
! RIJCOSX wB97M-V def2-TZVPD def2/J DEFGRID3
* xyz -1 1
O 1.42302 0.57829 -0.45971
H -1.30978 -2.96648 1.73005
H -0.60218 -0.96726 -3.45538
O 1.80412 1.63515 -3.28909
H 1.23837 1.54213 -4.06313
H 1.91951 0.77942 -2.93829
O 1.35588 3.69255 -0.70129
H 1.85205 3.58459 -1.42760
O -0.73140 -1.01187 -4.36052
H -3.83154 -2.40957 1.94913
H -0.20804 -1.77360 -4.66678
O -1.00740 -3.11285 2.60400
H 0.10490 -0.37920 1.46220
H 0.53333 -0.56779 -1.96092
O -2.00460 -0.46216 -0.93288
H 0.39522 2.86803 3.34671
H 0.76324 3.20824 -0.43863
O -4.43763 -1.95137 1.29172
H -3.79368 -1.01730 1.24362
H -1.37541 -0.06787 -0.16226
O 1.88814 1.29155 3.17989
H 1.71011 1.79458 2.36506
H 1.65673 0.34042 2.97414
O -0.46098 0.28596 1.22764
H 0.49200 0.48912 0.26412
H -0.58465 -1.64820 -1.44975
O -0.03783 2.99062 2.58699
H 2.05170 1.22060 -0.45226
H 2.61738 -2.13942 0.96197
O 1.73002 -2.38887 1.02465
H -0.54760 2.28154 2.20591
H -1.74979 0.03986 -1.61368
O 0.25853 -1.53348 -2.07910
H 1.37386 -1.97744 0.20167
H -0.94479 -2.34263 3.18567
*
```

## Properties
HOMO-LUMO gap = 9.59 eV

In order of appearance, energy relative to the best compared isomer or geometry (same formula, charge and spin) = 5.678, 0.476, 3.328, 5.591 eV.
In order of appearance, total energy = -22875.835, -22881.038, -22867.123, -24942.417 eV.